The following is a DFT calculation (wB97M-V/def2-TZVPD) of a molecular structure, C5H11Cl8Hg2O in a non-equilibrium geometry.

Cartesian coordinates (Å):
1 Hg 14.784853 17.314193 7.389134
2 Hg 12.115178 15.895558 9.391756
3 C 11.657641 17.692601 6.636822
4 O 12.514893 17.278086 7.712162
5 H 10.717721 17.140620 6.688313
6 H 11.470528 18.765608 6.693452
7 H 12.121393 17.470287 5.672848
8 C 8.060291 15.210620 8.643666
9 Cl 9.854991 14.896027 8.340181
10 Cl 7.178941 13.752503 8.442881
11 H 7.931478 15.637588 9.632996
12 H 7.734796 15.923559 7.891140
13 C 13.217597 14.826371 4.054359
14 Cl 14.147988 14.926960 5.592563
15 Cl 14.128407 15.240192 2.644244
16 H 12.841263 13.809250 3.936242
17 H 12.347561 15.470094 4.145885
18 C 11.965499 20.875310 3.820181
19 Cl 11.559882 19.952473 2.378414
20 Cl 10.512804 21.285272 4.741818
21 H 12.633223 20.248576 4.403704
22 H 12.455284 21.797702 3.522637
23 C 9.871507 21.108526 8.396617
24 Cl 9.202834 22.572935 9.041160
25 Cl 10.888189 20.262176 9.569733
26 H 9.008563 20.496373 8.118946
27 H 10.406346 21.248163 7.451038

Forces on atoms 1 to 6 (eV/Å):
Hg -1.16 -0.30 -0.87
Hg -1.51 0.25 -0.78
C -0.33 0.06 -0.61
O 1.98 -0.18 1.08
H 0.04 0.01 0.07
H 0.03 -0.03 0.25

Summary:
E_HOMO in eV: -17.9122
Max |F| in eV/A: 2.26
Charge: +3

Per-atom natural (NBO) charges, elementary charge units:
1 Hg 1.360
2 Hg 1.460
3 C -0.280
4 O -0.967
5 H 0.216
6 H 0.220
7 H 0.194
8 C -0.376
9 Cl -0.085
10 Cl 0.203
11 H 0.260
12 H 0.258
13 C -0.417
14 Cl -0.036
15 Cl 0.143
16 H 0.282
17 H 0.228
18 C -0.411
19 Cl 0.062
20 Cl 0.026
21 H 0.197
22 H 0.263
23 C -0.450
24 Cl 0.162
25 Cl 0.000
26 H 0.241
27 H 0.245

---

The following is a DFT calculation (wB97M-V/def2-TZVPD) of a molecular structure, C12H36AlFO6 in a non-equilibrium geometry.

Cartesian coordinates (Å):
1 Al 1.196848 3.015924 0.990883
2 F 0.326510 0.406583 0.334635
3 C -3.800052 3.390214 1.946449
4 C -2.587730 3.504264 0.957880
5 O -1.566523 2.544570 1.264963
6 H -3.692135 2.462411 2.510410
7 H -4.744882 3.317519 1.419660
8 H -3.756544 4.210249 2.658901
9 H -2.160508 4.501977 0.951038
10 H -2.974658 3.269008 -0.046866
11 H -1.905152 1.647182 0.985820
12 C -3.688460 -1.014038 1.727418
13 C -2.476727 -1.127011 0.873240
14 O -2.144468 0.059494 0.237934
15 H -3.532376 -0.223930 2.472333
16 H -3.963881 -1.946954 2.208513
17 H -4.565274 -0.684451 1.159968
18 H -2.681588 -1.892726 0.072644
19 H -1.603457 -1.573557 1.390376
20 H -1.103622 0.093387 0.158625
21 C 5.040863 -0.493206 -0.787041
22 C 3.683987 -0.130718 -0.147500
23 O 3.707559 1.238827 0.329643
24 H 5.164912 0.102777 -1.691299
25 H 5.043799 -1.531896 -1.128910
26 H 5.858743 -0.350528 -0.085615
27 H 3.514697 -0.814435 0.696015
28 H 2.893866 -0.201758 -0.892534
29 H 4.302061 1.233532 1.097683
30 C -1.145649 1.436498 -2.809838
31 C -0.055415 2.487887 -2.705182
32 O -0.236816 3.342914 -1.562211
33 H -0.954985 0.783777 -3.669703
34 H -2.132991 1.867018 -3.017128
35 H -1.207856 0.869158 -1.886124
36 H 0.011682 3.089558 -3.617194
37 H 0.900870 1.973699 -2.593573
38 H -0.991017 3.917979 -1.755688
39 C 2.157187 -3.298876 2.895318
40 C 1.441854 -2.030440 2.576776
41 O 0.724514 -2.161404 1.352384
42 H 2.860225 -3.574135 2.108611
43 H 1.465395 -4.133779 3.024178
44 H 2.714718 -3.213693 3.828446
45 H 2.118466 -1.164246 2.460770
46 H 0.715550 -1.709354 3.356423
47 H 0.619117 -1.271114 0.948738
48 C 0.298841 -2.879896 -3.105669
49 C 0.281895 -2.149044 -1.818599
50 O 0.895985 -0.915988 -1.928498
51 H 1.328091 -3.132770 -3.381943
52 H -0.106469 -2.264627 -3.907853
53 H -0.251575 -3.812821 -3.009713
54 H 0.783419 -2.657753 -0.937901
55 H -0.766838 -1.969414 -1.444084
56 H 0.745998 -0.441844 -1.066010

Forces on atoms 1 to 6 (eV/Å):
Al -0.83 -0.82 -0.74
F -0.03 -0.47 -0.15
C 1.09 -0.17 0.01
C -1.24 -0.81 -0.41
O 0.19 -0.29 0.07
H 0.04 0.02 0.05

Summary:
E_HOMO in eV: -15.8523
Max |F| in eV/A: 1.53
Charge: +2

Per-atom natural (NBO) charges, elementary charge units:
1 Al 1.067
2 F -0.792
3 C -0.627
4 C -0.077
5 O -0.712
6 H 0.211
7 H 0.236
8 H 0.238
9 H 0.200
10 H 0.175
11 H 0.504
12 C -0.649
13 C -0.075
14 O -0.582
15 H 0.245
16 H 0.257
17 H 0.258
18 H 0.268
19 H 0.239
20 H 0.524
21 C -0.634
22 C -0.064
23 O -0.730
24 H 0.230
25 H 0.228
26 H 0.224
27 H 0.159
28 H 0.179
29 H 0.484
30 C -0.636
31 C -0.070
32 O -0.763
33 H 0.234
34 H 0.222
35 H 0.187
36 H 0.197
37 H 0.177
38 H 0.491
39 C -0.647
40 C -0.079
41 O -0.573
42 H 0.234
43 H 0.243
44 H 0.252
45 H 0.198
46 H 0.239
47 H 0.512
48 C -0.653
49 C -0.070
50 O -0.495
51 H 0.262
52 H 0.260
53 H 0.252
54 H 0.285
55 H 0.240
56 H 0.519

---

The following is a DFT calculation (wB97M-V/def2-TZVPD) of a single C3H6O2S molecule in a non-equilibrium geometry.

Cartesian coordinates (Å):
1 C -0.321300 0.397236 -0.155642
2 C -1.347806 -0.423803 -0.040154
3 C 1.095042 -0.071672 -0.009698
4 O -0.515151 1.753073 -0.498070
5 O -3.808230 -0.700368 0.463919
6 S -3.019718 0.246626 -0.209062
7 H 0.335650 2.232547 -0.506102
8 H -1.310167 -1.500678 0.257346
9 H 1.176924 -0.836394 0.734691
10 H 1.589804 -0.388391 -0.918717
11 H 1.837961 0.755454 0.243718
12 H -2.592396 1.340909 0.491587

Forces on atoms 1 to 6 (eV/Å):
C 1.36 0.81 -0.64
C -0.82 0.08 0.20
C 1.50 1.83 0.02
O 0.32 -1.20 0.32
O -3.41 -2.87 3.02
S 3.64 2.22 -3.47

Summary:
E_HOMO in eV: -8.7447
Max |F| in eV/A: 5.49
Charge: 0

Per-atom natural (NBO) charges, elementary charge units:
1 C 0.313
2 C -0.535
3 C -0.674
4 O -0.699
5 O -0.984
6 S 1.156
7 H 0.491
8 H 0.254
9 H 0.238
10 H 0.234
11 H 0.210
12 H -0.003

---

The following is a DFT calculation (wB97M-V/def2-TZVPD) of a single C17H21N3O4 molecule.

Cartesian coordinates (Å):
1 C 3.087381 1.496867 2.904141
2 C 2.728598 0.208419 3.638258
3 O 1.444932 -0.274217 3.286463
4 C 1.248334 -0.917760 2.117796
5 C 2.237607 -1.261449 1.196244
6 C 1.895998 -1.938100 0.043542
7 C 0.570173 -2.258363 -0.250977
8 C 0.296808 -2.935117 -1.537721
9 O 1.125115 -3.635344 -2.079505
10 C -1.013476 -2.604642 -2.227782
11 C -0.754696 -1.449142 -3.218466
12 N -0.233573 -0.222808 -2.632979
13 C -1.181127 0.548657 -1.837235
14 C -0.444152 1.442733 -0.817041
15 C -1.300285 1.864299 0.329472
16 C -1.033985 1.912286 1.672856
17 N -2.112952 2.381217 2.349310
18 C -3.021567 2.616574 1.444080
19 N -2.583354 2.325109 0.199164
20 C -1.948740 1.457432 -2.816394
21 O -2.995752 1.986992 -2.548209
22 O -1.328250 1.629597 -3.968338
23 C -0.413601 -1.922438 0.683235
24 C -0.079310 -1.275272 1.848374
25 H 3.141756 1.334815 1.829922
26 H 4.049595 1.859975 3.253951
27 H 2.332909 2.254822 3.099981
28 H 2.656492 0.402253 4.711597
29 H 3.490520 -0.563356 3.476595
30 H 3.274075 -1.019444 1.370338
31 H 2.661129 -2.217556 -0.666437
32 H -1.791976 -2.328730 -1.520370
33 H -1.340119 -3.470676 -2.803679
34 H -0.021100 -1.787852 -3.955665
35 H -1.685372 -1.209908 -3.740750
36 H 0.610340 -0.423842 -2.106845
37 H -1.904172 -0.078182 -1.297422
38 H 0.400364 0.884647 -0.404286
39 H -0.040455 2.320395 -1.334987
40 H -0.138293 1.639207 2.191512
41 H -4.003312 2.994870 1.645987
42 H -3.085660 2.398950 -0.677495
43 H -0.523132 1.057644 -3.953948
44 H -1.443818 -2.201981 0.524421
45 H -0.829895 -1.021583 2.579293

Forces on atoms 1 to 6 (eV/Å):
C -0.23 -0.35 0.10
C 0.45 0.31 0.04
O -0.33 -0.08 -0.08
C -0.25 -0.19 -0.21
C 0.15 0.17 0.29
C -0.26 -0.09 -0.18

Summary:
E_HOMO in eV: -8.4772
Max |F| in eV/A: 0.70
SMILES string: CCOc1ccc(C(=O)CCN[C@@H](Cc2cnc[nH]2)C(=O)O)cc1
Charge: 0

Per-atom natural (NBO) charges, elementary charge units:
1 C -0.640
2 C -0.064
3 O -0.485
4 C 0.340
5 C -0.319
6 C -0.140
7 C -0.239
8 C 0.573
9 O -0.542
10 C -0.522
11 C -0.207
12 N -0.659
13 C -0.172
14 C -0.431
15 C 0.128
16 C -0.118
17 N -0.465
18 C 0.161
19 N -0.545
20 C 0.792
21 O -0.616
22 O -0.665
23 C -0.111
24 C -0.274
25 H 0.209
26 H 0.220
27 H 0.222
28 H 0.201
29 H 0.173
30 H 0.224
31 H 0.234
32 H 0.210
33 H 0.243
34 H 0.216
35 H 0.205
36 H 0.386
37 H 0.212
38 H 0.232
39 H 0.222
40 H 0.203
41 H 0.194
42 H 0.452
43 H 0.514
44 H 0.209
45 H 0.241

---

Energy above the lowest of the compared OMol25 structures with the same formula, charge and spin across the listed records, respectively: 0.4330 0.0000 2.9655 1.9209 eV.